*A*
A cluster of 2 separate species, C5H14NO in total, computed with ωB97M-V/def2-TZVPD.

Geometry as XYZ:
```
21
Properties=species:S:1:pos:R:3
C -1.010 1.470 0.772
C 0.914 0.465 2.054
C 1.591 -0.825 -0.582
C -0.273 0.248 -1.600
C 0.133 0.598 0.808
N 0.368 0.002 -0.327
O -1.939 -1.688 -0.506
H -1.904 1.129 0.248
H -0.744 2.289 0.102
H -1.269 1.569 1.812
H 0.872 -0.625 2.191
H 0.488 0.886 2.867
H 1.975 0.667 1.865
H 2.350 -0.358 -1.209
H 2.062 -1.209 0.418
H 1.176 -1.730 -1.087
H 0.170 1.097 -2.161
H -0.285 -0.664 -2.165
H -1.327 0.711 -1.552
H -1.151 -2.269 -0.498
H -2.198 -1.763 -1.449
```

Summary:
LUMO ... -3.87 eV
Highest occupied orbital energy ... -15.318 eV
Net charge ... +1
Multiplicity ... 1
Gap between HOMO and LUMO ... 11.4496 eV

=====

*B*
A cluster of 2 separate species, C5H14NO in total, computed with ωB97M-V/def2-TZVPD.

Geometry as XYZ:
```
21
Properties=species:S:1:pos:R:3
C -1.964 1.251 0.039
C -0.593 -0.877 -1.339
C 0.474 -1.502 0.693
C 2.372 0.660 0.085
C -0.857 0.530 0.746
N -0.123 -0.453 -0.043
O 1.323 0.478 -0.732
H -1.739 1.712 -0.820
H -2.809 0.543 -0.285
H -2.468 2.077 0.638
H 0.011 -1.547 -1.783
H -1.637 -1.218 -1.416
H -0.727 -0.073 -2.064
H 0.723 -1.015 1.708
H -0.248 -2.328 0.931
H 1.282 -1.796 0.164
H 3.020 1.461 -0.580
H 3.002 -0.290 0.434
H 2.204 1.378 0.893
H -1.179 -0.097 1.565
H -0.067 1.108 1.166
```

Summary:
LUMO (spin up / spin down) ... -5.75 / -5.75 eV
Highest occupied orbital energy (spin up / spin down) ... -15.148 / -15.150 eV
Net charge ... +1
Multiplicity ... 1
Gap between HOMO and LUMO (spin up / spin down) ... 9.3966 / 9.3982 eV

=====

*C*
A cluster of 2 separate species, C5H14NO in total, computed with ωB97M-V/def2-TZVPD.

Geometry as XYZ:
```
21
Properties=species:S:1:pos:R:3
C -0.271 1.347 2.323
C -0.246 -0.152 2.383
C -0.301 -0.852 1.002
C 0.294 -0.108 -0.205
C -0.820 0.594 -2.221
N -0.762 0.733 -0.957
H 0.125 1.954 3.089
H 0.151 1.740 1.375
H -1.213 1.823 2.080
H 0.743 -0.601 2.893
H -1.117 -0.569 2.894
H 0.307 -1.758 1.057
H -1.269 -1.157 0.598
H 1.177 0.397 0.076
H 0.534 -0.961 -0.978
H -1.642 1.003 -2.764
H -0.285 -0.370 -2.645
H -1.330 1.480 -0.550
H 2.395 -0.899 -2.999
H 1.876 -2.154 -3.528
O 1.654 -1.489 -2.923
```

Summary:
LUMO ... -4.89 eV
Highest occupied orbital energy ... -14.687 eV
Net charge ... +1
Multiplicity ... 1
Gap between HOMO and LUMO ... 9.7956 eV

=====

*D*
A cluster of 2 separate species, C5H14NO in total, computed with ωB97M-V/def2-TZVPD.

Geometry as XYZ:
```
21
Properties=species:S:1:pos:R:3
C -1.771 -1.057 1.406
C -1.652 0.458 1.415
C -0.362 0.981 0.754
C -0.273 0.358 -0.628
C 1.607 0.710 -2.236
N 0.654 1.169 -1.534
H -2.619 -1.390 1.999
H -0.845 -1.501 1.766
H -1.973 -1.467 0.412
H -1.707 0.804 2.450
H -2.475 1.034 0.975
H 0.454 0.650 1.404
H -0.320 2.069 0.751
H -1.208 0.507 -1.164
H 0.176 -0.627 -0.615
H 2.215 1.366 -2.845
H 1.773 -0.360 -2.153
H 0.633 2.167 -1.354
H 2.837 -2.332 -0.889
H 2.624 -1.777 0.487
O 2.231 -1.763 -0.402
```

Summary:
LUMO ... -4.58 eV
Highest occupied orbital energy ... -14.900 eV
Net charge ... +1
Multiplicity ... 1
Gap between HOMO and LUMO ... 10.3254 eV

=====

Quick one: least stable of them? *B*

=====

*A*
The ion C3H7NO with charge +1, computed with ωB97M-V/def2-TZVPD.

Geometry as XYZ:
```
12
Properties=species:S:1:pos:R:3
O 1.248 -0.792 -1.809
C 0.311 -0.094 -1.452
C -0.350 -0.102 -0.034
C 0.499 -0.709 1.070
N -0.947 1.247 0.206
H -0.220 0.466 -2.261
H -1.232 -0.808 -0.197
H 0.910 -1.423 0.376
H -0.014 -1.199 1.821
H 1.338 -0.027 1.372
H -0.448 1.943 -0.228
H -1.096 1.496 1.136
```

Summary:
LUMO (spin up / spin down) ... -4.47 / -9.57 eV
Highest occupied orbital energy (spin up / spin down) ... -15.497 / -15.304 eV
Net charge ... +1
Multiplicity ... 2
Expectation value of S² ... 0.75
Gap between HOMO and LUMO (spin up / spin down) ... 11.0273 / 5.7335 eV

=====

*B*
A cluster of 2 separate species, C3H7NO in total, computed with ωB97M-V/def2-TZVPD.

Geometry as XYZ:
```
12
Properties=species:S:1:pos:R:3
O -3.335 -0.803 -6.593
C -3.546 -1.588 -5.723
H -4.418 -2.285 -5.594
H -2.806 -1.808 -4.919
C 2.640 0.923 3.261
C 0.607 0.621 2.286
N 1.930 0.587 2.018
H 2.106 1.198 4.160
H 3.428 1.670 3.020
H 3.166 -0.068 3.441
H 0.028 0.798 1.364
H 0.199 0.755 3.277
```

Summary:
LUMO (spin up / spin down) ... -6.70 / -10.23 eV
Highest occupied orbital energy (spin up / spin down) ... -11.737 / -11.691 eV
Net charge ... +1
Multiplicity ... 2
Expectation value of S² ... 0.76
Gap between HOMO and LUMO (spin up / spin down) ... 5.0403 / 1.4623 eV

=====

Quick one: least stable of them? *B*

=====

*A*
An isolated molecule of C4H13N3, computed with ωB97M-V/def2-TZVPD.

Geometry as XYZ:
```
20
Properties=species:S:1:pos:R:3
C 0.583 -0.493 -0.197
C -0.583 -1.298 0.355
C -1.127 -0.906 1.709
N -0.236 -0.955 2.824
N 0.181 0.927 -0.314
C 0.015 1.466 -1.635
N 1.031 1.261 -2.621
H 1.480 -0.640 0.432
H 1.026 -0.784 -1.150
H -1.386 -1.349 -0.397
H -0.277 -2.356 0.378
H -1.775 -0.026 1.770
H -1.950 -1.658 1.787
H 0.368 -1.761 2.808
H 0.234 -0.075 2.949
H 0.585 1.406 0.474
H -0.025 2.566 -1.451
H -1.034 1.278 -1.935
H 1.131 0.334 -2.988
H 1.232 2.071 -3.169
```

Summary:
LUMO ... 1.04 eV
Highest occupied orbital energy ... -8.488 eV
Net charge ... 0
Multiplicity ... 1
Gap between HOMO and LUMO ... 9.5260 eV

=====

*B*
A cluster of 2 separate species, C4H13N3 in total, computed with ωB97M-V/def2-TZVPD.

Geometry as XYZ:
```
20
Properties=species:S:1:pos:R:3
C 1.897 1.570 -0.265
C -1.527 -0.790 -0.623
C -2.054 1.445 0.176
C 1.756 -1.883 0.436
N 2.022 0.309 0.137
N -1.902 0.064 0.524
N 1.924 -0.812 -0.430
H 2.265 2.369 0.220
H -2.864 -0.313 0.769
H 1.884 1.767 -1.372
H -2.327 -0.759 -1.357
H -0.629 -0.543 -1.098
H -1.480 -1.747 -0.296
H -3.022 1.631 -0.224
H -1.833 2.069 1.001
H -1.395 1.737 -0.621
H 0.635 -2.137 0.393
H 2.413 -2.656 0.045
H 1.957 -1.521 1.412
H 2.279 0.198 1.175
```

Summary:
LUMO ... 1.17 eV
Highest occupied orbital energy ... -7.527 eV
Net charge ... 0
Multiplicity ... 1
Gap between HOMO and LUMO ... 8.6977 eV

=====

*C*
A cluster of 2 separate species, C4H13N3 in total, computed with ωB97M-V/def2-TZVPD.

Geometry as XYZ:
```
20
Properties=species:S:1:pos:R:3
C -0.374 1.907 -0.469
N -0.005 0.855 -1.388
N 1.358 0.489 -1.417
C -0.849 -0.222 -1.548
C -2.094 -0.350 -1.096
H 1.640 0.074 -0.522
H 1.919 1.317 -1.599
H -0.391 -0.999 -2.145
H -0.390 1.576 0.576
H -1.362 2.282 -0.736
H 0.343 2.725 -0.564
H -2.587 0.394 -0.497
H -2.678 -1.213 -1.358
C 0.759 -1.019 2.343
N 0.980 -1.357 0.946
H 1.511 -2.219 0.873
H 0.091 -1.506 0.475
H 1.724 -0.851 2.820
H 0.184 -0.096 2.394
H 0.221 -1.787 2.914
```

Summary:
LUMO ... 1.03 eV
Highest occupied orbital energy ... -7.793 eV
Net charge ... 0
Multiplicity ... 1
Gap between HOMO and LUMO ... 8.8249 eV

=====

Quick one: least stable of them? *B*